Entry 1:
A structure of composition C10H15NO2S, computed with ωB97M-V with the def2-TZVPD basis set.

Properties
M, g mol⁻¹: 213.30
Relative energy (zero: lowest compared OMol25 entry of this formula, charge and spin), kJ/mol: 1165.6
HOMO-LUMO gap, Ha: 0.27413
LUMO level, eV: -1.3

The geometry in XYZ format:
```
29
Properties=species:S:1:pos:R:3:mulliken_charge:R:1
C 2.267 0.145 4.830 -1.359
C 2.724 -0.392 3.383 -0.073
O 2.068 0.188 2.289 -0.419
C 2.550 -0.045 1.111 -1.081
C 2.194 -1.261 0.629 -1.230
H 2.636 -2.206 1.314 0.158
H 2.275 -1.521 -0.181 1.233
C 0.722 -1.675 0.810 -0.743
N -0.067 -0.723 0.130 -0.100
C -0.740 -0.930 -1.079 0.509
O -0.600 -2.275 -1.612 -0.701
C -1.270 0.067 -1.703 0.362
C -2.050 0.297 -2.899 -0.566
C -2.708 1.228 -3.273 -0.369
C -2.339 2.351 -2.396 -0.237
S -1.562 1.717 -0.876 -0.126
H -2.841 3.463 -2.301 0.289
H -3.290 1.485 -4.057 0.523
H -2.165 -0.876 -3.609 0.173
H -0.279 0.126 0.605 0.273
H 0.427 -2.651 0.476 0.507
H 0.334 -1.780 2.076 0.217
H 2.119 0.555 0.510 0.920
H 3.581 -0.141 1.222 0.298
H 4.114 -0.380 3.179 0.179
H 2.563 -1.512 3.400 0.266
H 2.846 -0.155 5.698 0.393
H 2.605 1.092 4.744 0.389
H 1.252 0.012 5.071 0.316
```

=====

Entry 2:
A structure of composition C10H15O3P, computed with ωB97M-V with the def2-TZVPD basis set.

Properties
M, g mol⁻¹: 214.20
Relative energy (zero: lowest compared OMol25 entry of this formula, charge and spin), kJ/mol: 662.8
HOMO-LUMO gap, Ha: 0.31600
LUMO level, eV: 0.5

The geometry in XYZ format:
```
29
Properties=species:S:1:pos:R:3:mulliken_charge:R:1
C -3.065 0.896 -0.249 -0.518
C -1.639 0.932 0.267 -0.031
C -3.617 1.994 -0.667 -0.423
C -1.118 2.207 -0.322 0.464
C -0.256 1.722 -1.271 -0.742
C -1.994 3.360 -0.447 -1.250
C 0.971 -2.780 2.139 -1.131
C 2.138 -2.002 1.465 -0.365
C 2.381 -0.748 -0.805 -0.689
C 1.546 -1.506 0.139 -0.055
O -0.866 -1.006 -1.649 -0.799
O 1.543 -0.253 -1.853 -0.486
O 0.592 -0.483 0.488 -0.368
P -0.404 -0.002 -0.695 1.036
H -3.374 -0.063 0.074 0.369
H -1.571 0.856 1.352 0.472
H 0.434 2.169 -2.055 0.256
H -1.922 4.070 -1.322 0.353
H -2.464 3.838 0.451 0.444
H -3.879 2.989 -1.041 0.461
H 0.107 -2.165 2.154 0.304
H 0.758 -3.632 1.501 0.334
H 1.281 -3.289 3.154 0.312
H 2.279 -1.227 2.208 0.274
H 3.078 -2.671 1.340 0.294
H 2.825 0.087 -0.311 0.360
H 3.102 -1.332 -1.333 0.409
H 1.020 -2.300 -0.288 0.400
H 2.112 0.339 -2.423 0.315
```

=====

Entry 3:
A cluster of 2 separate species, C10H15O4S in total, computed with ωB97M-V with the def2-TZVPD basis set.

Properties
M, g mol⁻¹: 231.29
Net charge: -1
Relative energy (zero: lowest compared OMol25 entry of this formula, charge and spin), kJ/mol: 116.6
HOMO-LUMO gap, Ha: 0.23763
LUMO level, eV: 3.2

The geometry in XYZ format:
```
30
Properties=species:S:1:pos:R:3:mulliken_charge:R:1
C 0.066 0.445 -2.138 0.012
C 2.003 2.078 0.622 -1.276
C -0.907 -0.731 -2.114 -1.042
C 0.452 -1.715 -0.335 -1.186
C 1.393 -0.503 -0.410 -0.467
C -0.925 -1.108 -0.633 0.170
C 0.446 0.699 -0.685 1.129
C -0.858 0.264 0.059 1.467
C -2.034 1.189 -0.263 -1.994
C -0.695 0.220 1.574 -1.848
O 3.020 -0.095 2.701 -0.565
O 0.468 0.991 -3.134 -0.658
O 4.257 2.039 2.619 -0.551
O 0.911 1.966 -0.438 -0.569
S 2.959 1.379 2.810 0.600
H 1.971 3.139 0.872 0.461
H 2.945 1.858 0.111 0.468
H -1.882 -0.406 -2.478 0.276
H -0.565 -1.533 -2.768 0.422
H 0.711 -2.482 -1.070 0.398
H 0.478 -2.179 0.650 0.339
H 1.916 -0.321 0.530 0.027
H 2.141 -0.595 -1.199 0.534
H -1.766 -1.743 -0.346 0.517
H -2.066 1.467 -1.313 0.433
H -1.931 2.109 0.309 0.409
H -2.978 0.715 0.007 0.363
H 0.109 -0.432 1.892 0.343
H -1.625 -0.111 2.039 0.430
H -0.457 1.219 1.931 0.357
```

=====

Entry 4:
A cluster of 2 separate species, C10H16 in total, computed with ωB97M-V with the def2-TZVPD basis set.

Properties
M, g mol⁻¹: 136.24
Net charge: -1
Relative energy (zero: lowest compared OMol25 entry of this formula, charge and spin), kJ/mol: 229.0
Spin multiplicity: 2
HOMO-LUMO gap (alpha / beta), Ha: 0.09404 / 0.29161
LUMO level (alpha / beta), eV: 3.8 / 3.6
Expectation value of S²: 0.76

The geometry in XYZ format:
```
26
Properties=species:S:1:pos:R:3:mulliken_charge:R:1
C 1.392 -0.047 2.337 -0.131
C 0.744 0.683 3.640 -1.530
C 1.284 -1.476 2.729 -1.094
H 0.695 0.312 1.535 0.121
H 2.415 0.357 1.992 0.323
H -0.299 0.240 3.684 0.326
H 0.902 1.832 3.598 0.427
H 2.079 -1.991 2.228 0.364
H 1.472 -1.802 3.824 0.304
H 1.320 0.392 4.328 0.490
H 0.348 -2.044 2.261 0.277
C -2.300 1.854 -2.561 -1.661
C -1.667 -0.575 -2.513 -0.961
C -1.271 0.738 -2.173 1.770
C -0.752 -1.562 -2.286 0.124
C 0.501 -1.325 -1.672 -1.212
C -0.036 1.076 -1.589 -1.794
C 0.817 -0.023 -1.329 -0.140
H -2.568 -0.741 -3.081 0.200
H -0.938 -2.554 -2.744 0.349
H -3.346 1.638 -2.299 0.308
H -2.267 1.999 -3.618 0.403
H 1.267 -2.042 -1.516 0.408
H 0.450 2.060 -1.658 0.009
H 1.745 0.234 -1.035 0.811
H -1.988 2.766 -2.082 0.507
```

=====

Entry 5:
A cluster of 2 separate species, C10H16 in total, computed with ωB97M-V with the def2-TZVPD basis set.

Properties
SMILES: CCc1ccccc1.CC
M, g mol⁻¹: 136.24
Relative energy (zero: lowest compared OMol25 entry of this formula, charge and spin), kJ/mol: 339.1
HOMO-LUMO gap, Ha: 0.36214
LUMO level, eV: 0.9

The geometry in XYZ format:
```
26
Properties=species:S:1:pos:R:3:mulliken_charge:R:1
C 0.501 2.012 -0.126 -0.844
C 1.520 1.291 0.752 -0.747
C 0.665 0.471 1.642 0.090
C 0.388 0.695 2.952 0.062
C -0.571 -0.073 3.687 -0.608
C -1.414 -0.851 2.939 -0.051
C -1.379 -0.949 1.552 -0.760
C -0.166 -0.416 1.037 0.140
H -0.414 2.592 0.529 0.272
H -0.241 1.496 -0.849 0.257
H 1.212 2.694 -0.704 0.251
H 2.180 0.619 0.188 0.313
H 2.427 1.798 1.155 0.425
H 1.006 1.548 3.476 0.205
H -0.477 -0.240 4.805 0.298
H -2.416 -1.372 3.396 0.165
H -2.058 -1.536 0.915 0.362
H 0.070 -0.682 -0.095 0.174
C -0.860 -1.302 -3.387 -0.858
C 0.583 -0.877 -3.316 -0.698
H -0.959 -2.300 -2.875 0.225
H -1.666 -0.651 -3.189 0.317
H -0.873 -1.515 -4.468 0.309
H 1.235 -1.843 -3.088 0.197
H 0.890 -0.603 -4.282 0.386
H 0.818 -0.008 -2.644 0.119
```

=====

Entry 6:
A cluster of 2 separate species, C10H16 in total, computed with ωB97M-V with the def2-TZVPD basis set.

Properties
SMILES: Cc1ccccc1.CCC
M, g mol⁻¹: 136.24
Relative energy (zero: lowest compared OMol25 entry of this formula, charge and spin), kJ/mol: 140.0
HOMO-LUMO gap, Ha: 0.36694
LUMO level, eV: 1.0

The geometry in XYZ format:
```
26
Properties=species:S:1:pos:R:3:mulliken_charge:R:1
C -1.733 -3.576 1.396 -1.349
C -1.573 -2.155 0.972 0.974
C -0.604 -1.300 1.521 -0.433
C -0.493 0.034 1.276 -0.256
C -1.367 0.595 0.383 -0.608
C -2.273 -0.253 -0.263 -0.554
C -2.419 -1.643 0.037 -0.556
H -1.372 -3.655 2.460 0.315
H -1.129 -4.281 0.840 0.291
H -2.726 -3.986 1.193 0.353
H 0.250 -1.615 2.143 0.248
H 0.225 0.602 1.899 0.374
H -1.373 1.659 0.258 0.565
H -2.789 0.196 -1.067 0.381
H -3.358 -2.109 -0.242 0.283
C 1.440 2.653 -2.142 -1.258
C 1.661 2.029 -0.745 0.344
C 3.043 1.183 -0.562 -1.135
H 0.800 3.552 -2.093 0.313
H 1.027 1.954 -2.851 0.319
H 2.399 3.032 -2.526 0.365
H 1.714 2.783 0.005 0.394
H 0.744 1.457 -0.564 -0.375
H 2.728 0.150 -0.265 0.265
H 3.657 1.062 -1.343 0.464
H 3.521 1.631 0.279 0.276
```

=====

Entry 7:
A cluster of 2 separate species, C10H16 in total, computed with ωB97M-V with the def2-TZVPD basis set.

Properties
SMILES: Cc1ccccc1.CCC
M, g mol⁻¹: 136.24
Relative energy (zero: lowest compared OMol25 entry of this formula, charge and spin), kJ/mol: 238.5
HOMO-LUMO gap, Ha: 0.36519
LUMO level, eV: 1.0

The geometry in XYZ format:
```
26
Properties=species:S:1:pos:R:3:mulliken_charge:R:1
C 1.512 0.688 3.276 -1.240
C 0.804 -0.240 2.470 1.067
C -0.148 0.130 1.602 -0.614
C -0.802 -0.851 0.828 -0.063
C -0.601 -2.262 0.938 -0.932
C 0.392 -2.625 1.889 -0.280
C 1.181 -1.606 2.585 -0.556
H 1.169 0.871 4.336 0.258
H 1.439 1.836 2.789 0.246
H 2.638 0.869 3.198 0.316
H -0.382 1.247 1.333 0.127
H -1.509 -0.380 0.069 0.448
H -0.996 -3.073 0.417 0.452
H 0.647 -3.644 2.067 0.391
H 2.022 -1.879 3.293 0.314
C -1.117 2.128 -2.369 -1.182
C -0.617 0.660 -2.245 0.354
C -0.350 0.050 -3.674 -1.293
H -0.364 2.763 -3.008 0.266
H -2.076 2.305 -2.825 0.355
H -1.137 2.502 -1.430 0.375
H -1.302 -0.069 -1.733 -0.006
H 0.372 0.779 -1.698 0.200
H 0.359 0.691 -4.178 0.346
H -1.348 -0.011 -4.216 0.292
H 0.216 -0.879 -3.716 0.360
```

=====

Entry 8:
A cluster of 2 separate species, C10H16 in total, computed with ωB97M-V with the def2-TZVPD basis set.

Properties
SMILES: CCc1ccccc1.CC
M, g mol⁻¹: 136.24
Relative energy (zero: lowest compared OMol25 entry of this formula, charge and spin), kJ/mol: 144.5
HOMO-LUMO gap, Ha: 0.36807
LUMO level, eV: 1.0

The geometry in XYZ format:
```
26
Properties=species:S:1:pos:R:3:mulliken_charge:R:1
C -3.206 0.537 -1.002 -1.172
C -2.122 0.654 0.042 -0.732
C -0.932 -0.268 -0.281 0.102
C -0.004 0.056 -1.238 0.016
C 0.973 -0.852 -1.645 -0.514
C 1.133 -1.999 -0.870 -0.350
C 0.202 -2.327 0.116 -0.608
C -0.870 -1.507 0.399 -0.255
H -4.151 0.227 -0.562 0.285
H -2.908 -0.193 -1.749 0.347
H -3.451 1.370 -1.670 0.328
H -1.635 1.637 0.202 0.342
H -2.455 0.338 1.090 0.360
H 0.243 1.064 -1.572 0.357
H 1.645 -0.622 -2.467 0.368
H 1.923 -2.714 -1.108 0.390
H 0.314 -3.334 0.534 0.335
H -1.754 -1.904 0.894 0.380
C 2.730 1.597 1.058 -0.942
C 1.526 0.843 1.686 -0.296
H 2.673 1.834 -0.035 0.291
H 2.697 2.619 1.461 0.295
H 3.564 0.987 1.263 0.258
H 1.101 1.578 2.346 0.362
H 1.951 -0.080 2.147 0.275
H 0.811 0.459 0.960 -0.223
```

=====

Entry 9:
A cluster of 2 separate species, C10H16 in total, computed with ωB97M-V with the def2-TZVPD basis set.

Properties
SMILES: CCc1ccccc1.CC
M, g mol⁻¹: 136.24
Relative energy (zero: lowest compared OMol25 entry of this formula, charge and spin), kJ/mol: 36.1
HOMO-LUMO gap, Ha: 0.36798
LUMO level, eV: 1.0

The geometry in XYZ format:
```
26
Properties=species:S:1:pos:R:3:mulliken_charge:R:1
C 1.238 2.474 -0.456 -0.998
C 1.724 1.173 0.183 -0.807
C 1.376 -0.025 -0.662 0.316
C 0.193 -0.709 -0.447 -0.086
C -0.167 -1.762 -1.295 -0.334
C 0.744 -2.275 -2.200 -0.403
C 2.016 -1.700 -2.277 -0.634
C 2.279 -0.526 -1.606 -0.320
H 1.541 2.499 -1.507 0.337
H 1.613 3.344 0.084 0.335
H 0.156 2.587 -0.434 0.258
H 2.811 1.243 0.288 0.361
H 1.306 1.028 1.182 0.347
H -0.521 -0.441 0.332 0.146
H -1.179 -2.145 -1.301 0.370
H 0.479 -3.163 -2.761 0.361
H 2.712 -2.105 -2.998 0.343
H 3.158 0.073 -1.802 0.378
C -2.756 0.800 2.106 -0.800
C -2.595 -0.706 2.277 -0.802
H -2.444 1.226 1.156 0.255
H -3.792 1.079 2.279 0.336
H -2.210 1.331 2.889 0.238
H -3.330 -1.134 2.961 0.356
H -2.734 -1.214 1.318 0.191
H -1.618 -0.953 2.692 0.256
```

=====

Entry 10:
A cluster of 2 separate species, C10H16 in total, computed with ωB97M-V with the def2-TZVPD basis set.

Properties
SMILES: Cc1ccccc1.CCC
M, g mol⁻¹: 136.24
Relative energy (zero: lowest compared OMol25 entry of this formula, charge and spin), kJ/mol: 76.3
HOMO-LUMO gap, Ha: 0.36686
LUMO level, eV: 1.0

The geometry in XYZ format:
```
26
Properties=species:S:1:pos:R:3:mulliken_charge:R:1
C 1.534 0.733 -1.784 -1.382
C 1.108 -0.199 -0.694 0.302
C 1.547 0.001 0.610 0.073
C 1.490 -0.959 1.598 -0.687
C 0.938 -2.210 1.291 -0.378
C 0.455 -2.415 0.012 -0.563
C 0.496 -1.423 -0.960 -0.096
H 1.166 0.444 -2.770 0.366
H 2.616 0.847 -1.786 0.364
H 1.099 1.724 -1.654 0.225
H 2.034 0.934 0.870 0.394
H 1.897 -0.880 2.598 0.370
H 1.079 -3.074 1.924 0.360
H 0.136 -3.415 -0.255 0.350
H 0.129 -1.646 -1.958 0.321
C -1.276 2.688 0.164 -1.176
C -1.859 1.335 -0.267 0.690
C -3.174 0.974 0.376 -1.418
H -1.947 3.223 0.832 0.447
H -0.889 3.199 -0.712 0.241
H -0.452 2.460 0.838 0.255
H -1.927 1.203 -1.348 0.325
H -1.091 0.579 -0.079 -0.422
H -3.676 0.009 0.251 0.361
H -3.219 1.157 1.457 0.341
H -3.948 1.629 -0.040 0.338
```

=====

Entry 11:
A cluster of 2 separate species, C10H16 in total, computed with ωB97M-V with the def2-TZVPD basis set.

Properties
SMILES: Cc1ccccc1.CCC
M, g mol⁻¹: 136.24
Relative energy (zero: lowest compared OMol25 entry of this formula, charge and spin), kJ/mol: 133.6
HOMO-LUMO gap, Ha: 0.36627
LUMO level, eV: 0.9

The geometry in XYZ format:
```
26
Properties=species:S:1:pos:R:3:mulliken_charge:R:1
C 1.499 -1.716 1.736 -1.274
C 1.730 -1.154 0.391 0.638
C 1.804 -2.015 -0.753 -0.260
C 1.997 -1.540 -2.035 -0.574
C 1.994 -0.182 -2.296 -0.317
C 1.865 0.722 -1.262 -0.547
C 1.743 0.187 0.023 -0.054
H 1.942 -1.176 2.607 0.338
H 1.674 -2.826 1.775 0.316
H 0.427 -1.609 2.028 0.227
H 1.803 -3.103 -0.639 0.285
H 2.076 -2.208 -2.988 0.236
H 2.439 0.307 -3.199 0.283
H 1.863 1.813 -1.377 0.382
H 1.585 0.972 0.758 0.315
C -2.656 0.587 1.521 -1.257
C -2.435 0.802 0.038 0.016
C -2.184 2.315 -0.213 -0.935
H -3.429 1.201 1.990 0.406
H -1.721 0.742 2.001 0.291
H -3.100 -0.415 1.724 0.300
H -1.529 0.194 -0.188 0.011
H -3.192 0.380 -0.642 0.345
H -2.409 2.469 -1.268 0.284
H -2.682 2.888 0.541 0.387
H -1.103 2.365 -0.273 0.157
```

=====

Entry 12:
A cluster of 2 separate species, C10H16 in total, computed with ωB97M-V with the def2-TZVPD basis set.

Properties
SMILES: CCc1ccccc1.CC
M, g mol⁻¹: 136.24
Relative energy (zero: lowest compared OMol25 entry of this formula, charge and spin), kJ/mol: 45.5
HOMO-LUMO gap, Ha: 0.36588
LUMO level, eV: 1.0

The geometry in XYZ format:
```
26
Properties=species:S:1:pos:R:3:mulliken_charge:R:1
C 0.834 -1.846 0.964 -1.097
C 0.739 -0.401 0.475 0.180
C -0.124 0.460 1.303 0.512
C 0.389 1.110 2.444 -0.488
C -0.438 1.902 3.226 -0.488
C -1.773 2.099 2.877 -0.409
C -2.284 1.458 1.750 -0.451
C -1.478 0.632 0.991 -0.238
H 1.343 -1.851 1.954 0.336
H 1.385 -2.465 0.242 0.333
H -0.166 -2.215 1.090 0.342
H 1.807 0.038 0.418 0.319
H 0.361 -0.366 -0.537 -0.491
H 1.407 0.937 2.692 0.423
H -0.053 2.356 4.122 0.365
H -2.435 2.757 3.492 0.311
H -3.338 1.608 1.505 0.358
H -1.967 0.155 0.050 0.179
C 0.149 -1.098 -3.227 -0.696
C 1.266 -0.444 -4.013 -0.898
H -0.566 -1.539 -3.904 0.401
H 0.567 -1.925 -2.685 0.222
H -0.344 -0.390 -2.590 0.109
H 1.590 -1.142 -4.781 0.300
H 0.976 0.494 -4.454 0.295
H 2.151 -0.326 -3.404 0.270
```

=====

- Look up the relative energy (zero: lowest compared OMol25 entry of this formula, charge and spin) of the eighth one.
  144.5 kJ/mol